(a)
Entry from the OMol25 dataset: a cluster of 3 separate species, C3H7PS in total (ωB97M-V with the def2-TZVPD basis set).

HOMO   -9.628 eV
LUMO energy   0.27 eV
Gap between HOMO and LUMO   0.3636 hartree
Total charge   0

```
12
C3H7PS ωB97M-V with the def2-TZVPD basis set
C 1.357 -1.110 0.587
C 0.812 -1.181 1.650
H 2.111 -0.940 -0.161
H 0.249 -1.219 2.567
C -1.904 3.006 -0.152
P -0.274 2.838 -0.004
H -2.457 3.912 -0.408
H -2.486 2.174 0.262
H -0.412 1.327 0.356
S 0.746 -3.362 -1.301
H 1.187 -3.226 -2.442
H 1.070 -2.219 -0.954
```

---

(b)
Entry from the OMol25 dataset: a cluster of 2 separate species, C3H7PS in total (ωB97M-V with the def2-TZVPD basis set).

HOMO   -8.995 eV
LUMO energy   0.69 eV
Gap between HOMO and LUMO   0.3560 hartree
Total charge   0

```
12
C3H7PS ωB97M-V with the def2-TZVPD basis set
C 2.685 -0.685 -1.192
C 2.502 0.254 -0.060
P 2.528 1.226 1.173
H 1.718 -0.454 -1.710
H 2.675 -1.775 -0.967
H 3.502 -0.290 -1.760
C -1.576 -0.716 0.378
S -2.449 0.910 0.267
H -0.529 -0.521 -0.019
H -2.188 -1.400 -0.187
H -1.446 -1.029 1.488
H -1.520 1.120 -0.698
```

---

(c)
Entry from the OMol25 dataset: an isolated molecule of C3H7PS (ωB97M-V with the def2-TZVPD basis set).

HOMO   -8.270 eV
LUMO energy   0.31 eV
Gap between HOMO and LUMO   0.3153 hartree
Total charge   0

```
12
C3H7PS ωB97M-V with the def2-TZVPD basis set
C 1.283 2.241 0.528
C 0.976 0.989 -0.255
P -0.412 0.162 0.184
S -0.367 -1.639 -1.154
C -1.693 -2.490 -0.288
H 1.370 3.152 -0.206
H 2.340 2.114 1.035
H 0.479 2.397 1.312
H 1.767 0.717 -0.885
H -1.421 -3.447 0.118
H -2.486 -2.452 -0.973
H -1.837 -1.744 0.585
```

---

It comes down to (c), which is 0.0423 hartree more stable than the next structure.